{"formula": "H3NO", "method": "ωB97M-V/def2-TZVPD", "species": ["H", "H", "H", "N", "O"], "coordinates": [[1.013, 0.292, 0.479], [-0.820, -0.754, 0.375], [-0.590, 0.765, -0.181], [-0.479, -0.125, -0.352], [0.876, -0.178, -0.321]], "forces_ev_per_angstrom": [[1.66, 0.41, 1.13], [-0.33, 0.49, -0.06], [-2.46, 5.59, 1.22], [-1.66, -5.56, -1.73], [2.79, -0.93, -0.56]], "lowdin_charge": [0.06, 0.09, 0.00, -0.05, -0.11], "homo_ev": -9.784, "relative_energy_kcal_mol": 14.9, "total_charge": 0, "gap_ev": 10.73}